Molecular formula: C5H5ClNO2S
Method: DFT, wB97M-V/def2-TZVPD

ORCA input file:
```
! RIJCOSX wB97M-V def2-TZVPD def2/J DEFGRID3
* xyz -1 3
C -0.42559 2.26506 -0.21183
C 2.17685 -0.17962 0.41177
C -0.24730 0.19155 1.30613
C 0.65168 0.34574 0.07139
C -0.03971 -1.14774 -1.47061
N 0.49370 1.49388 -0.58166
O 2.66181 -0.89480 -0.42566
O 2.54712 0.44961 1.40328
S -1.26503 1.69800 1.24467
Cl -1.71539 -0.98005 -1.48722
H -0.58207 3.14217 -0.84900
H -0.81243 -0.74674 1.36683
H 0.62365 0.24624 2.13828
H 0.52455 -1.97364 -0.88494
H 0.49634 -0.79318 -2.42674
*
```

The calculation puts the LUMO energy (alpha / beta) at 3.161 / 2.384 eV. For the electronic energy, the calculation gives -1257.03413 Ha. As for the expectation value of S²: 2.016. The HOMO-LUMO gap (alpha / beta) comes out at 0.1841 / 0.2534 hartree.

=====

Molecular formula: C5H5ClO2
Method: DFT, wB97M-V/def2-TZVPD

ORCA input file:
```
! RIJCOSX wB97M-V def2-TZVPD def2/J DEFGRID3
* xyz 0 1
C -0.18370 -0.60242 1.67684
C 0.21264 0.10837 0.39423
C 1.40068 0.65314 0.25049
Cl 1.90447 1.59177 -1.12105
C -0.88696 0.24669 -0.61039
O -2.02455 0.52678 -0.31256
C -0.63357 -0.15131 -2.07907
O 0.24269 -0.90195 -2.41740
H -1.05832 -0.10920 2.11693
H 0.63627 -0.54377 2.39638
H -0.40790 -1.68586 1.46198
H 2.17282 0.58761 0.99916
H -1.37458 0.28014 -2.75553
*
```

The calculation puts the LUMO energy at -0.608 eV. For the electronic energy, the calculation gives -804.15153 Ha. As for the SMILES: C/C(=C/Cl)C(=O)C=O. The HOMO-LUMO gap comes out at 0.3439 hartree.

=====

Molecular formula: C5H5ClOS
Method: DFT, wB97M-V/def2-TZVPD

ORCA input file:
```
! RIJCOSX wB97M-V def2-TZVPD def2/J DEFGRID3
* xyz 0 1
S -0.06997 -2.29631 -1.08180
C 1.10474 -1.34090 -0.10628
C 0.34973 -0.08782 0.22491
C 0.21966 1.01934 -0.62766
C -0.96394 1.81722 -0.05306
Cl -1.57981 3.43625 -0.26734
C -1.26118 1.12008 1.04713
O -0.67526 -0.20310 1.11529
H 0.70630 -3.27091 -0.57246
H 1.88890 -0.95156 -0.64534
H 1.64787 -1.63330 0.81109
H 0.60409 1.14957 -1.60050
H -1.97113 1.24146 1.75600
*
```

The calculation puts the LUMO energy at 0.734 eV. For the electronic energy, the calculation gives -1127.04903 Ha. As for the SMILES: SCc1cc(Cl)co1. The HOMO-LUMO gap comes out at 0.3536 hartree.

=====

Molecular formula: C5H5F
Method: DFT, wB97M-V/def2-TZVPD

ORCA input file:
```
! RIJCOSX wB97M-V def2-TZVPD def2/J DEFGRID3
* xyz 0 1
F 0.42022 -2.55833 -0.40633
C 0.13811 -1.24975 -0.23374
C 0.82905 -0.23989 -0.79146
C 0.31578 1.04246 -0.20632
C -0.82648 0.57936 0.65272
C -0.81168 -0.74085 0.64130
H 1.67490 -0.20327 -1.47286
H 0.11241 1.83205 -0.94793
H 1.10245 1.49730 0.39017
H -1.43056 1.30098 1.12108
H -1.52420 -1.26005 1.25338
*
```

The calculation puts the LUMO energy at 1.117 eV. For the electronic energy, the calculation gives -293.33515 Ha. As for the SMILES: FC1=CCC=C1. The HOMO-LUMO gap comes out at 0.3588 hartree.

=====

Molecular formula: C5H5F2N
Method: DFT, wB97M-V/def2-TZVPD

ORCA input file:
```
! RIJCOSX wB97M-V def2-TZVPD def2/J DEFGRID3
* xyz 0 1
F 2.64362 -0.66364 -0.27928
C 1.32974 -0.26630 -0.07567
C 0.90772 1.05572 -0.05058
F 1.72743 2.18805 -0.09278
C -0.51045 0.91019 0.30833
N -1.35125 0.74122 -0.87067
C -0.93323 -0.45208 0.19417
C 0.28992 -1.32902 -0.08965
H -0.75306 1.59481 1.16686
H -2.36861 0.97294 -0.68635
H -1.66782 -0.80174 0.89996
H 0.24067 -1.89598 -1.07760
H 0.44533 -2.05417 0.65326
*
```

The calculation puts the LUMO energy at 0.853 eV. For the electronic energy, the calculation gives -447.90032 Ha. As for the SMILES: FC1=C(F)[C@H]2N[C@H]2C1. The HOMO-LUMO gap comes out at 0.3731 hartree.

=====

Molecular formula: C5H5F2N
Method: DFT, wB97M-V/def2-TZVPD

ORCA input file:
```
! RIJCOSX wB97M-V def2-TZVPD def2/J DEFGRID3
* xyz 0 1
N 3.57249 -1.26386 0.82215
C 2.70971 -0.74867 0.26768
C 1.61904 -0.00808 -0.29916
F 2.13121 0.75794 -1.30287
C 0.15381 -0.54334 -0.77821
C -0.52060 0.62012 -0.03894
C 0.75774 1.04952 0.65605
F 0.99471 2.33002 0.75413
H -0.22504 -1.44495 -0.38688
H 0.27843 -0.52411 -1.89764
H -0.81466 1.45355 -0.76633
H -1.31963 0.36819 0.59619
H 1.00032 0.78845 1.73122
*
```

The calculation puts the LUMO energy at 0.780 eV. For the electronic energy, the calculation gives -447.92948 Ha. As for the SMILES: N#C[C@@]1(F)CC[C@@H]1F. The HOMO-LUMO gap comes out at 0.4261 hartree.

=====

Molecular formula: C5H5F3
Method: DFT, wB97M-V/def2-TZVPD

ORCA input file:
```
! RIJCOSX wB97M-V def2-TZVPD def2/J DEFGRID3
* xyz 0 1
F 3.45379 -0.41386 1.61841
C 2.37707 0.24495 1.10789
C 1.31835 -0.42295 0.63676
F 1.30574 -1.77109 0.65878
C 0.15269 0.22170 0.05079
C -0.88897 -0.43580 -0.42425
C -2.11163 0.24115 -0.93420
F -2.42376 -0.26589 -2.18341
H 2.54246 1.34171 1.15800
H 0.14339 1.31050 0.06364
H -0.92383 -1.50600 -0.43162
H -1.99034 1.36788 -1.03035
H -2.95496 0.08769 -0.29044
*
```

The calculation puts the LUMO energy at 0.683 eV. For the electronic energy, the calculation gives -493.05987 Ha. As for the SMILES: F/C=C(F)/C=C/CF. The HOMO-LUMO gap comes out at 0.3658 hartree.

=====

Molecular formula: C5H5F3O2S2
Method: DFT, wB97M-V/def2-TZVPD

ORCA input file:
```
! RIJCOSX wB97M-V def2-TZVPD def2/J DEFGRID3
* xyz 0 1
C -1.54697 0.16843 1.48218
C -1.22796 -0.77025 0.44577
C -0.70072 -2.95405 -0.07331
C 1.29000 1.12346 -0.00696
C 0.89073 1.77914 -1.20401
O -1.47651 -0.58566 -0.70087
O -0.87207 -1.96182 0.94108
F 1.31789 1.14668 -2.37646
F -0.41227 2.00752 -1.27605
F 1.41676 3.05736 -1.34663
S -1.02593 1.21799 2.46567
S 1.35941 1.95018 1.50789
H -1.70595 -3.27653 -0.30552
H -0.38105 -3.84056 0.37120
H 0.15574 -2.62196 -0.79261
H 1.99110 0.30088 -0.19540
H 0.92779 3.25920 1.06402
*
```

The calculation puts the LUMO energy (alpha / beta) at -1.270 / -0.993 eV. For the electronic energy, the calculation gives -1439.81159 Ha. The HOMO-LUMO gap (alpha / beta) comes out at 0.2382 / 0.2715 hartree.

=====

Molecular formula: C5H5FIN
Method: DFT, wB97M-V/def2-TZVPD

ORCA input file:
```
! RIJCOSX wB97M-V def2-TZVPD def2/J DEFGRID3
* xyz 0 1
F 0.23744 1.15846 1.63470
C -0.18353 0.73304 0.38597
C -0.71534 -0.65544 0.58976
C 0.18471 -1.63506 0.68900
N 1.54522 -1.40137 0.58219
C 1.95296 -0.31504 0.08682
I 4.03444 -0.07542 -0.10634
C 1.04991 0.71183 -0.51353
H -0.93485 1.45541 0.04710
H -1.76253 -0.78646 0.80581
H -0.07382 -2.65958 0.90844
H 0.75780 0.38707 -1.51954
H 1.51928 1.69324 -0.57701
*
```

The calculation puts the LUMO energy at 0.119 eV. For the electronic energy, the calculation gives -645.80441 Ha. As for the SMILES: F[C@@H]1C=CN=C(I)C1. The HOMO-LUMO gap comes out at 0.3424 hartree.

=====

Molecular formula: C5H5FN
Method: DFT, wB97M-V/def2-TZVPD

ORCA input file:
```
! RIJCOSX wB97M-V def2-TZVPD def2/J DEFGRID3
* xyz 1 1
C 0.48324 1.16420 -0.07174
C -0.47377 0.16070 -0.07515
C -0.44256 -1.13085 0.07534
C -1.77725 -1.65222 -0.02270
N -2.73647 -0.72147 -0.01096
C -2.02135 0.47792 -0.03718
F -2.54023 1.63074 0.08946
H 1.48499 0.80486 -0.12100
H 0.34803 1.76452 0.77816
H 0.24617 1.93588 -0.74655
H 0.36486 -1.71936 0.11171
H -1.87721 -2.70601 -0.06887
*
```

The calculation puts the LUMO energy at -8.168 eV. For the electronic energy, the calculation gives -347.74991 Ha. As for the SMILES: CC1=CC=[N+]=C1F. The HOMO-LUMO gap comes out at 0.2713 hartree.